C22H31BN4O3S2Sn | wB97M-V/def2-TZVPD

The geometry in ORCA input format:
```
! wB97M-V def2-TZVPD RIJCOSX def2/J DEFGRID3
* xyz 0 1
Sn 0.478 0.579 0.579
C 1.788 -2.975 1.273
O 2.339 -1.725 1.644
C 3.743 -1.653 1.507
C 4.228 -1.572 0.069
O 3.913 -0.343 -0.557
C 4.906 0.651 -0.377
C 4.391 1.980 -0.872
O 3.574 2.562 0.111
C 2.783 3.611 -0.407
H 2.316 -3.797 1.771
H 1.820 -3.137 0.190
H 0.747 -2.964 1.585
H 4.208 -2.523 1.990
H 4.053 -0.757 2.049
H 3.759 -2.357 -0.529
H 5.311 -1.746 0.039
H 5.806 0.372 -0.941
H 5.183 0.746 0.679
H 3.824 1.818 -1.801
H 5.233 2.644 -1.108
H 3.408 4.414 -0.818
H 2.184 4.007 0.410
H 2.109 3.251 -1.195
C -3.666 1.190 2.005
N -3.552 1.317 0.563
C -4.470 0.871 -0.363
C -4.028 1.280 -1.573
N -2.853 1.974 -1.394
B -2.130 2.745 -2.530
N -0.665 2.210 -2.830
C 0.162 2.971 -3.624
C 1.275 2.253 -3.899
N 1.125 1.042 -3.262
C 2.066 -0.066 -3.291
C -0.063 1.036 -2.613
S -0.618 -0.275 -1.630
C -2.572 1.981 -0.083
S -1.185 2.667 0.663
H -4.449 0.466 2.222
H -3.921 2.154 2.444
H -2.725 0.837 2.415
H -5.341 0.311 -0.074
H -4.444 1.140 -2.554
H -2.781 2.580 -3.534
H -2.007 3.907 -2.241
H -0.123 3.963 -3.927
H 2.149 2.485 -4.482
H 2.860 0.189 -3.990
H 1.559 -0.966 -3.630
H 2.488 -0.237 -2.302
C -0.957 -0.797 1.465
C -1.753 -1.573 1.952
C -2.693 -2.493 2.523
C -3.573 -3.201 1.700
C -4.492 -4.080 2.250
C -4.548 -4.262 3.626
C -3.678 -3.561 4.450
C -2.755 -2.682 3.906
H -3.522 -3.052 0.629
H -5.166 -4.625 1.603
H -5.266 -4.949 4.054
H -3.717 -3.701 5.523
H -2.073 -2.133 4.542
*
```

## Properties
Orbital gap   0.2909 Ha
M   593.2 g/mol
Maximum force   0.15 eV Å⁻¹